{
  "formula": "C6H13O2",
  "method": "ωB97M-V/def2-TZVPD",
  "symbols": ["C", "C", "C", "H", "H", "H", "H", "H", "H", "H", "H", "C", "C", "C", "O", "O", "H", "H", "H", "H", "H"],
  "xyz": [[0.83259, 0.20199, -2.18271], [1.85403, 0.23175, -1.02320], [-0.13720, 1.38783, -2.04522], [1.36076, 0.30402, -3.11207], [0.28279, -0.73155, -2.08024], [2.39718, 1.17121, -1.09616], [-0.22506, 1.70849, -1.01154], [0.12614, 2.21046, -2.71018], [2.57809, -0.58142, -1.06511], [1.33668, 0.25336, -0.06335], [-1.11103, 1.06747, -2.43741], [-0.73039, -1.25665, 2.08320], [-1.72984, -0.85532, 0.98508], [0.00849, -0.06682, 2.76802], [-0.68683, 0.96191, 2.95433], [1.19466, -0.28144, 3.09057], [-1.37266, -1.61580, 2.88255], [0.01204, -1.97787, 1.77131], [-1.28822, -0.54218, 0.03537], [-2.21021, 0.03105, 1.40090], [-2.49199, -1.62049, 0.85585]],
  "forces_ev_per_a": [[0.2159, 0.4866, 1.6645], [-0.2742, 0.4361, -0.5377], [-0.4605, -0.6473, -0.8740], [0.1250, -0.4737, -0.6541], [-0.0198, -0.1226, -0.4973], [0.2714, 0.1362, 0.1104], [-0.1548, 0.1392, 0.0080], [0.3505, 0.2356, 0.3129], [-0.0960, -0.0834, 0.0927], [0.1124, -0.2696, 0.0614], [-0.0868, 0.1510, 0.4020], [-0.3689, 0.7012, -0.2551], [0.2829, 0.5468, 0.6919], [-0.2259, 0.2136, -0.3059], [0.1427, -0.0718, -0.0224], [0.1434, 0.0122, 0.0439], [0.1723, -0.6286, 0.2708], [0.0128, -0.4091, 0.0184], [0.0800, -0.3008, -0.0276], [-0.2099, 0.0984, -0.1376], [-0.0125, -0.1501, -0.3650]],
  "nbo_charge": [-0.40, -0.60, -0.62, 0.18, 0.19, 0.19, 0.23, 0.19, 0.20, 0.24, 0.20, -0.52, -0.62, 0.76, -0.80, -0.79, 0.19, 0.19, 0.18, 0.24, 0.18],
  "total_charge": -1,
  "max_force_ev_per_a": 1.75,
  "gap_ev": 7.48
}